[1]
The following is a quantum chemistry calculation of a structure of composition C3H3FHoO2, from the OMol25 dataset.

Output
electronic energy: -35727.2366 eV
net charge: +3
⟨S²⟩: 6.01
lowest unoccupied orbital energy (spin up / spin down): -14.9 / -18.1 eV
multiplicity: 5
frontier orbital gap (spin up / spin down): 10.872 / 6.511 eV

XYZ file:
```
10
C3H3FHoO2 (ωB97M-V/def2-TZVPD)
H -0.476 -2.098 -0.560
F -2.099 1.166 -0.642
O -1.227 -0.372 0.813
O 0.370 -0.166 -0.687
C -1.914 -0.150 -0.444
C -0.799 -0.801 -1.267
C -0.140 -0.975 0.307
H -2.870 -0.682 -0.441
H -0.690 -0.772 -2.349
Ho 2.760 0.190 0.576
```



[2]
The following is a quantum chemistry calculation of a cluster of 2 separate species, C3H3FIO2 in total, from the OMol25 dataset.

Output
electronic energy: -18070.7844 eV
net charge: -1
⟨S²⟩: 2.01
lowest unoccupied orbital energy (spin up / spin down): 3.5 / 2.9 eV
multiplicity: 3
frontier orbital gap (spin up / spin down): 4.245 / 7.081 eV
energy relative to the best compared isomer or geometry (same formula, charge and spin): 0.000 eV

XYZ file:
```
10
C3H3FIO2 (ωB97M-V/def2-TZVPD)
C 1.652 -1.072 0.753
C -0.595 0.960 0.072
C -0.528 -0.464 -0.308
O 2.152 -1.297 -0.269
O 1.415 -0.794 1.841
F -1.798 -0.952 0.016
I -0.337 -0.207 -2.675
H -0.702 1.000 1.103
H 0.283 1.372 -0.275
H -1.542 1.455 -0.258
```



[3]
The following is a quantum chemistry calculation of a structure of composition C3H3FInNO6, from the OMol25 dataset.

Output
electronic energy: -24797.3688 eV
net charge: +2
lowest unoccupied orbital energy: -15.9 eV
frontier orbital gap: 2.128 eV
energy relative to the best compared isomer or geometry (same formula, charge and spin): 0.065 eV

XYZ file:
```
15
C3H3FInNO6 (ωB97M-V/def2-TZVPD)
In 2.086 2.455 0.258
N 0.558 4.365 3.881
O 0.928 3.784 2.863
O 0.410 5.553 3.916
O 0.344 3.679 4.858
C -0.009 -2.809 -1.923
C -1.388 -2.208 -1.650
O -1.087 -0.873 -1.255
C 0.216 -0.704 -1.161
O 0.762 0.365 -0.984
O 0.901 -1.789 -1.498
F -1.957 -2.840 -0.591
H 0.118 -3.108 -2.966
H 0.218 -3.663 -1.278
H -2.100 -2.205 -2.469
```



[4]
The following is a quantum chemistry calculation of a structure of composition C3H3FN2, from the OMol25 dataset.

Output
electronic energy: -8852.8374 eV
lowest unoccupied orbital energy: 0.8 eV
frontier orbital gap: 8.203 eV
energy relative to the best compared isomer or geometry (same formula, charge and spin): 4.241 eV

XYZ file:
```
9
C3H3FN2 (ωB97M-V/def2-TZVPD)
C 0.785 -1.110 0.017
C 0.657 1.205 0.015
C 2.472 -0.016 0.208
N 1.984 1.139 -0.013
N 0.011 -0.050 -0.075
F 3.621 -0.619 -0.039
H 0.508 -2.144 -0.180
H 0.346 2.184 -0.304
H -0.954 -0.250 -0.268
```



[5]
The following is a quantum chemistry calculation of an isolated molecule of C3H3FN2S, from the OMol25 dataset.

Output
electronic energy: -19687.5280 eV
structure (SMILES): CC#C/N=N\SF
lowest unoccupied orbital energy: -0.5 eV
frontier orbital gap: 8.627 eV
energy relative to the best compared isomer or geometry (same formula, charge and spin): 4.909 eV

XYZ file:
```
10
C3H3FN2S (ωB97M-V/def2-TZVPD)
C -0.163 0.850 -0.226
C -0.626 0.032 0.545
C 0.256 1.688 -1.372
N -1.267 -0.736 1.362
N -0.966 -1.828 1.777
F 1.551 -3.019 0.834
S 0.067 -2.978 1.758
H -0.677 2.132 -1.637
H 0.911 2.541 -0.980
H 0.914 1.318 -2.062
```



[6]
The following is a quantum chemistry calculation of a cluster of 3 separate species, C3H3FNO2 in total, from the OMol25 dataset.

Output
electronic energy: -11460.1445 eV
net charge: -1
lowest unoccupied orbital energy: 3.5 eV
frontier orbital gap: 6.758 eV
energy relative to the best compared isomer or geometry (same formula, charge and spin): 2.549 eV

XYZ file:
```
10
C3H3FNO2 (ωB97M-V/def2-TZVPD)
C -1.536 1.239 -0.352
C 1.062 0.014 0.492
C -0.081 -0.840 0.533
N 0.112 -0.283 -0.574
O -2.443 0.590 -0.657
O -0.903 2.162 -0.064
F 1.476 -1.733 -1.957
H 1.016 0.859 1.063
H 2.016 -0.407 0.402
H -0.718 -1.599 1.114
```



[7]
The following is a quantum chemistry calculation of a cluster of 2 separate species, C3H3FO in total, from the OMol25 dataset.

Output
electronic energy: -7923.2492 eV
lowest unoccupied orbital energy: 1.2 eV
frontier orbital gap: 11.337 eV
energy relative to the best compared isomer or geometry (same formula, charge and spin): 0.045 eV

XYZ file:
```
8
C3H3FO (ωB97M-V/def2-TZVPD)
C 2.234 -0.491 0.640
C -0.728 -0.468 -0.408
C -0.818 0.590 0.368
O 2.357 -0.230 -0.449
F -0.641 1.831 -0.110
H -0.513 -0.374 -1.458
H -0.868 -1.454 -0.011
H -1.023 0.596 1.428
```



[8]
The following is a quantum chemistry calculation of an isolated molecule of C3H3FO, from the OMol25 dataset.

Output
electronic energy: -7918.8829 eV
⟨S²⟩: 2.01
lowest unoccupied orbital energy (spin up / spin down): 1.0 / -2.8 eV
multiplicity: 3
frontier orbital gap (spin up / spin down): 7.932 / 8.931 eV
energy relative to the best compared isomer or geometry (same formula, charge and spin): 1.311 eV

XYZ file:
```
8
C3H3FO (ωB97M-V/def2-TZVPD)
C 1.457 -0.416 0.011
C 0.103 -0.250 -0.408
C 0.727 0.756 0.513
O 2.484 -1.032 -0.033
F 1.020 1.958 -0.274
H -0.129 0.069 -1.493
H -0.625 -0.857 0.073
H 0.190 1.039 1.414
```



[9]
The following is a quantum chemistry calculation of a structure of composition C3H3FO3Tl, from the OMol25 dataset.

Output
electronic energy: -16670.0404 eV
net charge: +3
lowest unoccupied orbital energy: -21.6 eV
frontier orbital gap: 3.088 eV
energy relative to the best compared isomer or geometry (same formula, charge and spin): 0.000 eV

XYZ file:
```
11
C3H3FO3Tl (ωB97M-V/def2-TZVPD)
Tl -18.369 -9.133 23.741
C -21.814 -12.232 28.201
C -20.479 -11.675 28.949
O -19.957 -10.772 28.023
C -20.273 -11.273 26.806
O -19.833 -10.947 25.727
O -21.266 -12.151 26.891
F -19.703 -12.702 29.124
H -22.669 -11.524 28.317
H -22.060 -13.286 28.404
H -20.755 -11.241 29.944
```



[10]
The following is a quantum chemistry calculation of a structure of composition C3H3FO4Zn, from the OMol25 dataset.

Output
electronic energy: -62435.5983 eV
net charge: +3
⟨S²⟩: 0.76
lowest unoccupied orbital energy (spin up / spin down): -16.4 / -16.4 eV
multiplicity: 2
frontier orbital gap (spin up / spin down): 7.741 / 7.136 eV
energy relative to the best compared isomer or geometry (same formula, charge and spin): 0.330 eV

XYZ file:
```
12
C3H3FO4Zn (ωB97M-V/def2-TZVPD)
C 2.018 -0.473 0.377
C 1.071 0.635 0.093
O -0.232 0.223 0.188
O 3.264 -0.385 0.369
H 1.699 -1.517 0.536
H 1.293 1.059 -0.911
H 1.262 1.473 0.798
F 3.689 0.905 0.071
C -1.907 0.020 -1.046
O -3.033 -0.151 -0.757
Zn -5.390 -1.194 -0.062
O -3.735 -0.595 0.343
```



[11]
The following is a quantum chemistry calculation of a structure of composition C3H3FOPm, from the OMol25 dataset.

Output
electronic energy: -24472.2295 eV
⟨S²⟩: 8.76
lowest unoccupied orbital energy (spin up / spin down): -1.4 / -1.4 eV
multiplicity: 6
frontier orbital gap (spin up / spin down): 5.876 / 5.924 eV
energy relative to the best compared isomer or geometry (same formula, charge and spin): 0.000 eV

XYZ file:
```
9
C3H3FOPm (ωB97M-V/def2-TZVPD)
F -0.426 3.524 -0.737
O -1.011 0.066 0.593
C 0.682 -0.754 -0.152
C -0.697 -1.282 0.141
C 0.353 0.443 0.401
H -0.910 -2.033 -0.644
H -1.370 -1.873 0.792
Pm 1.608 2.886 0.156
H 1.771 -0.976 -0.550
```



[12]
The following is a quantum chemistry calculation of an isolated molecule of C3H3FP2, from the OMol25 dataset.

Output
electronic energy: -24452.0718 eV
structure (SMILES): FC1=[PH]=CP=C1
lowest unoccupied orbital energy: -0.2 eV
frontier orbital gap: 8.863 eV
energy relative to the best compared isomer or geometry (same formula, charge and spin): 0.419 eV

XYZ file:
```
9
C3H3FP2 (ωB97M-V/def2-TZVPD)
C 0.224 -1.283 0.051
C -1.299 0.733 -0.317
C 1.105 -0.265 0.047
F 2.459 -0.350 0.121
P -1.446 -0.900 -0.156
P 0.315 1.555 -0.186
H 0.682 -2.366 -0.052
H -2.139 1.354 -0.638
H 0.099 1.522 1.131
```



[13]
The following is a quantum chemistry calculation of a cluster of 2 separate species, C3H3FS in total, from the OMol25 dataset.

Output
electronic energy: -16709.2062 eV
structure (SMILES): C=C=C=S.F
lowest unoccupied orbital energy: -1.3 eV
frontier orbital gap: 7.079 eV
energy relative to the best compared isomer or geometry (same formula, charge and spin): 1.620 eV

XYZ file:
```
8
C3H3FS (ωB97M-V/def2-TZVPD)
C -0.409 0.164 -0.716
C 0.839 0.524 -0.568
C 1.934 0.959 -0.054
F 1.063 -0.879 2.397
S 3.391 1.558 0.145
H -1.306 0.518 -0.012
H -0.685 -0.270 -1.605
H 0.416 -1.491 2.085
```



[14]
The following is a quantum chemistry calculation of a cluster of 2 separate species, C3H3I2N in total, from the OMol25 dataset.

Output
electronic energy: -20849.6682 eV
structure (SMILES): C=CC#N.II
lowest unoccupied orbital energy: -1.9 eV
frontier orbital gap: 7.653 eV
energy relative to the best compared isomer or geometry (same formula, charge and spin): 0.407 eV

XYZ file:
```
9
C3H3I2N (ωB97M-V/def2-TZVPD)
C 1.425 2.285 -0.971
C 1.433 0.815 1.014
C 1.719 1.973 0.429
N 1.127 2.598 -2.024
I 5.794 0.505 0.698
I 5.376 -1.424 -1.115
H 1.589 0.809 2.205
H 1.378 -0.100 0.587
H 2.026 2.861 1.000
```



[15]
The following is a quantum chemistry calculation of an isolated molecule of C3H3IN2S, from the OMol25 dataset.

Output
electronic energy: -25074.2420 eV
structure (SMILES): Cc1nsnc1I
lowest unoccupied orbital energy: 0.3 eV
frontier orbital gap: 9.270 eV
energy relative to the best compared isomer or geometry (same formula, charge and spin): 0.787 eV

XYZ file:
```
10
C3H3IN2S (ωB97M-V/def2-TZVPD)
C 0.070 -0.409 0.236
C 0.951 0.825 -0.650
C -1.410 -0.528 0.239
N 0.932 -0.935 1.005
N 2.203 0.842 -0.272
S 2.529 -0.261 0.907
I 0.087 2.024 -2.094
H -1.806 0.410 -0.236
H -1.806 -1.420 -0.420
H -1.750 -0.549 1.285
```



[16]
The following is a quantum chemistry calculation of a cluster of 2 separate species, C3H3IO in total, from the OMol25 dataset.

Output
electronic energy: -13299.2771 eV
lowest unoccupied orbital energy (spin up / spin down): -2.4 / -2.2 eV
frontier orbital gap (spin up / spin down): 7.323 / 7.210 eV
energy relative to the best compared isomer or geometry (same formula, charge and spin): 6.873 eV

XYZ file:
```
8
C3H3IO (ωB97M-V/def2-TZVPD)
C 0.191 -0.545 0.870
C 0.223 -1.641 0.384
C 0.128 0.906 1.034
O -0.744 -2.015 -2.200
I -0.139 -0.385 -2.945
H -0.069 1.187 2.057
H 1.083 1.262 0.465
H -0.674 1.231 0.336
```



[17]
The following is a quantum chemistry calculation of an isolated molecule of C3H3IO2, from the OMol25 dataset.

Output
electronic energy: -15349.2022 eV
lowest unoccupied orbital energy (spin up / spin down): -0.1 / -0.1 eV
frontier orbital gap (spin up / spin down): 8.843 / 8.841 eV
energy relative to the best compared isomer or geometry (same formula, charge and spin): 5.334 eV

XYZ file:
```
9
C3H3IO2 (ωB97M-V/def2-TZVPD)
C 1.087 -0.350 -0.103
C 2.277 0.149 0.012
C -0.046 0.670 -0.026
O 1.705 2.048 0.292
O 0.499 1.913 -0.343
I 4.266 -0.126 -0.008
H 0.842 -1.395 -0.215
H -0.828 0.478 -0.763
H -0.465 0.629 0.991
```



[18]
The following is a quantum chemistry calculation of a cluster of 2 separate species, C3H3IO2 in total, from the OMol25 dataset.

Output
electronic energy: -15351.4232 eV
structure (SMILES): O=C=C1CO1.I
lowest unoccupied orbital energy: 0.2 eV
frontier orbital gap: 9.179 eV
energy relative to the best compared isomer or geometry (same formula, charge and spin): 3.113 eV

XYZ file:
```
9
C3H3IO2 (ωB97M-V/def2-TZVPD)
C -1.831 -2.333 -0.139
C -0.806 0.037 0.068
C -0.941 -1.392 -0.227
O -2.303 -3.353 0.169
O -0.502 -0.500 -1.188
I 3.922 -0.377 -0.004
H -1.696 0.653 0.120
H 0.035 0.358 0.670
H 2.809 -0.323 -1.120
```



[19]
The following is a quantum chemistry calculation of a cluster of 2 separate species, C3H3IO2 in total, from the OMol25 dataset.

Output
electronic energy: -15346.0907 eV
⟨S²⟩: 2.01
lowest unoccupied orbital energy (spin up / spin down): 0.3 / -2.0 eV
multiplicity: 3
frontier orbital gap (spin up / spin down): 8.141 / 8.242 eV
energy relative to the best compared isomer or geometry (same formula, charge and spin): 5.613 eV

XYZ file:
```
9
C3H3IO2 (ωB97M-V/def2-TZVPD)
C 2.497 1.122 -0.361
C 1.886 1.227 0.691
C -1.630 -0.669 -0.007
O -1.910 -2.852 -0.345
O -2.456 -1.674 -0.341
I -2.196 1.289 -0.144
H 2.812 1.205 -1.390
H -0.621 -0.772 0.124
H 1.618 1.123 1.772
```



[20]
The following is a quantum chemistry calculation of a cluster of 2 separate species, C3H3IS in total, from the OMol25 dataset.

Output
electronic energy: -22092.1640 eV
structure (SMILES): C#CC=S.I
lowest unoccupied orbital energy: -1.1 eV
frontier orbital gap: 7.884 eV
energy relative to the best compared isomer or geometry (same formula, charge and spin): 0.788 eV

XYZ file:
```
8
C3H3IS (ωB97M-V/def2-TZVPD)
C 1.332 0.087 -1.745
C 0.613 0.832 -1.100
C -0.448 1.399 -0.383
S -1.914 0.894 0.085
I -0.907 -2.292 3.429
H 2.064 -0.336 -2.416
H -0.262 2.462 0.036
H -0.477 -3.046 2.094
```



Values of max |F|, in order: 3.74, 2.71, 1.44, 6.48, 4.98, 2.92, 0.29, 3.35, 3.47, 1.81, 4.03, 4.48, 3.70, 5.77, 4.71, 2.86, 3.64, 1.72, 3.10, 3.79, all in eV/Å.